# 1
{
  "formula": "C28H35MgN5P2Se",
  "method": "ωB97M-V/def2-TZVPD",
  "mol_weight_g_mol": 606.836,
  "e_above_lowest_kcal_mol": 35.50,
  "lumo_energy_ev": -2.266,
  "total_charge": 0,
  "homo_energy_ev": -7.59,
  "symbols": ["Mg", "C", "C", "C", "C", "C", "C", "C", "C", "C", "H", "H", "H", "H", "H", "H", "H", "H", "H", "H", "H", "H", "H", "H", "H", "P", "P", "N", "N", "N", "N", "C", "C", "C", "C", "C", "C", "C", "C", "C", "C", "C", "C", "C", "C", "C", "C", "C", "C", "H", "H", "H", "H", "H", "H", "H", "H", "H", "H", "H", "H", "H", "H", "H", "H", "H", "H", "H", "H", "Se", "C", "N"],
  "positions_angstrom": [[-4.198, -2.637, 2.232], [1.302, -4.132, 3.463], [0.565, -3.034, 3.276], [0.638, -2.063, 2.130], [-0.235, -2.299, 0.896], [-0.070, -3.571, 0.104], [0.853, -4.512, 0.297], [2.151, -4.333, 1.018], [2.117, -4.868, 2.461], [-4.244, -4.297, 0.948], [1.192, -4.657, 4.416], [-0.118, -2.707, 4.069], [1.667, -1.879, 1.838], [0.251, -1.144, 2.573], [-1.305, -2.223, 1.206], [-0.082, -1.465, 0.191], [-0.873, -3.743, -0.628], [0.728, -5.498, -0.153], [2.531, -3.308, 0.970], [2.876, -4.996, 0.503], [1.725, -5.897, 2.447], [3.150, -4.929, 2.830], [-4.051, -5.133, 1.662], [-3.521, -4.383, 0.120], [-5.295, -4.304, 0.610], [-0.720, 1.234, -2.072], [-0.161, 2.523, 0.886], [0.190, 0.490, -3.371], [-1.786, 2.157, -3.251], [1.541, 2.131, 1.091], [-0.082, 3.891, 2.011], [0.502, 2.610, -1.877], [0.159, 3.496, -0.674], [0.204, -0.898, -3.528], [0.954, -1.207, -4.655], [1.425, 0.020, -5.225], [0.946, 1.050, -4.414], [-3.170, 2.006, -3.223], [-3.730, 2.828, -4.192], [-2.669, 3.544, -4.817], [-1.484, 3.103, -4.232], [1.893, 0.820, 1.394], [3.274, 0.678, 1.341], [3.807, 1.950, 0.946], [2.722, 2.802, 0.751], [0.879, 4.876, 2.294], [0.316, 5.810, 3.164], [-1.044, 5.412, 3.389], [-1.267, 4.257, 2.660], [0.545, 3.262, -2.761], [1.495, 2.154, -1.744], [0.955, 4.244, -0.515], [-0.778, 4.047, -0.843], [-0.319, -1.504, -2.813], [1.144, -2.208, -5.038], [2.034, 0.142, -6.118], [1.109, 2.118, -4.495], [-3.613, 1.326, -2.505], [-4.777, 2.904, -4.422], [-2.749, 4.298, -5.590], [-0.468, 3.404, -4.442], [1.102, 0.114, 1.567], [3.834, -0.226, 1.543], [4.850, 2.211, 0.814], [2.705, 3.808, 0.349], [1.872, 4.844, 1.870], [0.820, 6.675, 3.581], [-1.767, 5.924, 4.004], [-2.146, 3.647, 2.517], [-1.459, -6.211, 4.395], [-2.167, -4.774, 3.606], [-2.677, -3.773, 3.159]],
  "lowdin_charge": [0.981, -0.147, -0.115, -0.225, -0.191, -0.108, -0.104, -0.196, -0.195, -0.253, 0.075, 0.097, 0.084, 0.089, 0.083, 0.086, 0.097, 0.108, 0.102, 0.115, 0.115, 0.112, -0.021, -0.025, -0.059, 1.097, 1.064, -0.289, -0.243, -0.264, -0.272, -0.406, -0.403, -0.150, -0.100, -0.081, -0.138, -0.168, -0.109, -0.090, -0.150, -0.155, -0.077, -0.075, -0.165, -0.123, -0.086, -0.105, -0.175, 0.060, 0.087, 0.071, 0.082, 0.083, 0.094, 0.096, 0.086, 0.088, 0.084, 0.094, 0.080, 0.040, 0.092, 0.096, 0.091, 0.080, 0.093, 0.087, 0.083, 0.529, -0.931, -0.110]
}


# 2
{
  "formula": "C4H5N3O",
  "method": "ωB97M-V/def2-TZVPD",
  "mol_weight_g_mol": 111.104,
  "e_above_lowest_kcal_mol": 84.99,
  "lumo_energy_ev": 0.333,
  "total_charge": 0,
  "smiles": "[H]/N=C\\n1[nH]ccc1=O",
  "homo_energy_ev": -9.12,
  "symbols": ["C", "C", "C", "C", "H", "H", "H", "H", "H", "N", "N", "N", "O"],
  "positions_angstrom": [[-1.127, -1.387, 0.470], [0.347, 1.868, -0.034], [1.218, 1.089, -0.673], [0.878, -0.352, -0.558], [-0.017, -2.690, -0.480], [-1.903, -1.092, 1.419], [-1.297, 1.417, 1.243], [0.251, 2.980, 0.021], [2.321, 1.358, -0.995], [-0.889, -2.645, 0.170], [-0.341, -0.258, 0.200], [-0.693, 1.122, 0.330], [1.255, -1.411, -1.113]],
  "lowdin_charge": [-0.242, -0.158, -0.023, -0.366, 0.065, 0.157, 0.222, 0.146, 0.150, 0.083, -0.046, 0.011, 0.002]
}


# 3
{
  "formula": "C6H8BrN",
  "method": "ωB97M-V/def2-TZVPD",
  "mol_weight_g_mol": 174.041,
  "e_above_lowest_kcal_mol": 35.93,
  "lumo_energy_ev": 0.756,
  "total_charge": 0,
  "smiles": "C=C/N=C(\\C)C(=C)Br",
  "homo_energy_ev": -9.29,
  "symbols": ["C", "C", "C", "C", "C", "C", "N", "Br", "H", "H", "H", "H", "H", "H", "H", "H"],
  "positions_angstrom": [[2.326, 1.140, -2.066], [-0.190, 0.457, 2.937], [1.215, 0.742, -1.529], [-0.439, 1.037, 1.831], [-0.077, 0.452, 0.308], [-1.173, -0.363, -0.266], [1.001, 0.830, -0.114], [-1.047, 2.843, 1.712], [2.516, 1.195, -3.141], [3.062, 1.464, -1.302], [-0.558, 0.893, 3.866], [0.302, -0.489, 3.070], [0.370, 0.436, -2.085], [-2.145, -0.058, -0.001], [-1.201, -0.119, -1.369], [-0.991, -1.440, -0.225]],
  "lowdin_charge": [0.020, -0.070, -0.224, -0.686, -0.394, -0.031, 0.095, 0.698, 0.064, 0.077, 0.063, 0.070, 0.072, 0.065, 0.082, 0.100]
}


# 4
{
  "formula": "C4H7PS",
  "method": "ωB97M-V/def2-TZVPD",
  "mol_weight_g_mol": 118.141,
  "e_above_lowest_kcal_mol": 78.49,
  "lumo_energy_ev": 0.703,
  "total_charge": 0,
  "homo_energy_ev": -8.95,
  "symbols": ["C", "C", "C", "C", "P", "S", "H", "H", "H", "H", "H", "H", "H"],
  "positions_angstrom": [[0.521, 1.222, -0.156], [0.733, -0.072, -0.896], [-0.059, -0.816, -0.002], [-0.376, 0.387, 0.851], [1.717, -1.223, 0.305], [-2.124, 0.971, 0.535], [1.337, 1.670, 0.345], [-0.043, 2.019, -0.788], [0.821, -0.100, -1.918], [-1.170, -1.852, -0.293], [-0.156, 0.268, 1.900], [1.710, -2.224, -0.524], [-2.313, -0.082, -0.180]],
  "lowdin_charge": [-0.232, -0.454, -0.611, -0.625, 0.967, 0.727, 0.076, 0.123, 0.083, 0.226, 0.082, -0.155, -0.208]
}